Here is a structure of composition C45H43F4N6P2Se2Y in a non-equilibrium geometry from the Open Molecules 2025 dataset. Energies are from the ωB97M-V functional and the def2-TZVPD basis.

For the total energy, the calculation gives -217488.922 eV. As for the HOMO energy: -7.60 eV. As for the total charge: 0. The value obtained for the orbital gap is 0.27865 Ha. The energy above the lowest of the compared OMol25 structures with the same formula, charge and spin comes out at 0.0 kcal per mole. Its LUMO energy is -0.0007 Eh.

Cartesian coordinates (Å):
Y -0.033904 0.120780 0.117589
C 0.571014 -2.204404 -2.343523
N -0.613025 -1.426755 -1.958925
C -1.219154 -0.851714 -3.167163
C -1.611812 -2.272950 -1.286076
C -1.072778 -2.972085 -0.051685
N -0.203525 -2.077652 0.704956
C 0.412331 -2.554323 1.832134
C 1.359551 -1.739759 2.467695
F 1.617567 -0.529424 1.903252
C 2.057362 -2.066545 3.596127
F 2.927410 -1.183887 4.093362
C 1.876002 -3.286172 4.206041
C 0.961896 -4.125772 3.611063
F 0.730051 -5.323425 4.152908
C 0.252237 -3.792195 2.475535
F -0.627844 -4.701540 2.023147
H 0.288079 -3.045364 -2.988094
H 1.077576 -2.585101 -1.458667
H 1.262532 -1.562151 -2.888174
H -1.525857 -1.649050 -3.857417
H -0.497305 -0.215746 -3.674097
H -2.084668 -0.248984 -2.910352
H -1.995630 -3.029282 -1.977089
H -2.451759 -1.622994 -1.019499
H -0.536398 -3.874880 -0.350549
H -1.931112 -3.296961 0.529326
H 2.414533 -3.571104 5.100453
Se 4.474448 0.857830 -5.214318
P 4.376125 2.336108 -3.722746
C 4.065586 3.998895 -4.402142
C 4.106031 5.130954 -3.587877
C 3.954024 6.394794 -4.140033
C 3.754592 6.539227 -5.507912
C 3.721420 5.416899 -6.325102
C 3.883149 4.149796 -5.773943
C 5.894854 2.559185 -2.756013
C 5.878590 3.124030 -1.480208
C 7.068452 3.350754 -0.805974
C 8.279663 3.013914 -1.400845
C 8.296216 2.445165 -2.666464
C 7.103605 2.212755 -3.343727
C 3.133396 1.901374 -2.458735
C 1.748745 1.902662 -2.263245
N 1.541529 1.104867 -1.190722
N 2.701710 0.618680 -0.762359
N 3.670129 1.087575 -1.499635
P 0.273471 2.723498 -2.895763
Se -1.416122 2.385203 -1.623241
C -0.077223 2.172557 -4.580786
C 0.964704 1.882470 -5.454564
C 0.697319 1.427638 -6.735289
C -0.616666 1.280848 -7.156997
C -1.664280 1.580907 -6.293512
C -1.398826 2.015636 -5.001016
C 0.647033 4.486174 -2.957958
C 0.037188 5.288658 -3.919675
C 0.146314 6.669539 -3.835525
C 0.853626 7.248777 -2.788639
C 1.482666 6.448103 -1.842227
C 1.387936 5.066835 -1.931101
H 4.284384 5.033741 -2.524380
H 3.998593 7.269067 -3.500767
H 3.636025 7.530430 -5.937078
H 3.581693 5.524064 -7.395212
H 3.885940 3.266726 -6.405107
H 4.935126 3.342888 -0.990031
H 7.051063 3.771411 0.193148
H 9.209411 3.183956 -0.868645
H 9.237383 2.166506 -3.125090
H 7.104551 1.749272 -4.324142
H 1.984816 1.956844 -5.130589
H 1.521381 1.171165 -7.393954
H -0.826153 0.921835 -8.160146
H -2.691256 1.459096 -6.618342
H -2.207843 2.226946 -4.312616
H -0.538547 4.833091 -4.721819
H -0.329464 7.294841 -4.583374
H 0.926384 8.329608 -2.719184
H 2.038511 6.897367 -1.024487
H 1.865182 4.441860 -1.185336
C -0.367299 4.625977 1.471413
N 0.516069 4.053973 2.479107
C 1.868499 4.565338 2.357730
C 0.517691 2.603231 2.473845
C -0.860383 1.984779 2.663097
C -1.640305 2.445750 3.726001
C -2.907501 1.920836 3.943896
C -3.394612 0.927873 3.097150
C -2.600334 0.474042 2.053381
C -1.318739 0.988644 1.787907
H -0.369029 5.716063 1.557979
H -1.383135 4.265748 1.612612
H -0.066273 4.361393 0.453941
H 1.855350 5.656885 2.375612
H 2.359770 4.241724 1.417226
H 2.480297 4.213987 3.189965
H 1.188435 2.278828 3.271741
H 0.986172 2.222183 1.541126
H -1.248711 3.230844 4.371560
H -3.512935 2.280737 4.769120
H -4.383512 0.503785 3.259157
H -3.012132 -0.317804 1.422995

Force components x, y, z for each atom (eV/Å):
Y 0.077 -0.911 -0.570
C 0.044 0.045 0.044
N -0.118 0.272 0.189
C 0.139 -0.190 0.020
C 0.081 0.159 0.079
C 0.387 0.044 0.163
N 0.015 0.010 0.218
C -0.159 0.016 -0.310
C -0.055 -0.183 0.091
F -0.189 0.656 -0.515
C 0.031 -0.050 0.058
F 0.146 0.156 0.079
C 0.094 -0.156 0.241
C 0.032 0.057 0.007
F -0.053 -0.288 0.130
C 0.011 0.083 0.039
F -0.218 -0.177 -0.161
H 0.011 -0.021 -0.030
H -0.013 -0.004 0.000
H 0.009 0.016 -0.012
H 0.009 -0.005 -0.009
H 0.022 -0.028 0.009
H -0.059 0.033 0.047
H -0.103 -0.077 -0.127
H -0.045 0.035 0.014
H 0.044 -0.117 -0.063
H -0.187 -0.148 0.119
H -0.060 0.038 -0.102
Se 0.125 -0.129 -0.055
P -0.145 0.095 0.147
C -0.124 0.036 -0.063
C 0.060 0.055 -0.094
C 0.017 -0.082 0.020
C 0.007 -0.016 -0.052
C -0.005 -0.035 0.066
C -0.087 0.072 -0.040
C -0.011 0.004 0.091
C 0.006 -0.010 0.069
C -0.026 -0.014 -0.041
C -0.006 -0.008 -0.037
C -0.043 -0.016 0.015
C 0.101 0.033 0.012
C 0.364 -0.273 0.224
C 0.175 0.077 0.088
N 0.525 0.327 -0.490
N -0.138 0.321 -0.298
N -0.263 0.037 -0.231
P 0.055 0.029 -0.108
Se 0.212 -0.194 0.382
C -0.068 0.000 -0.125
C -0.252 -0.023 0.057
C 0.045 -0.033 -0.102
C -0.034 -0.017 -0.060
C 0.011 0.003 0.101
C 0.038 0.101 -0.131
C 0.011 0.075 -0.041
C -0.042 -0.050 -0.047
C 0.040 0.033 0.006
C 0.058 -0.006 -0.018
C -0.082 -0.034 0.052
C -0.156 0.107 0.068
H -0.025 -0.002 -0.009
H -0.021 -0.058 -0.038
H 0.020 -0.130 0.052
H 0.004 -0.011 0.082
H -0.011 0.078 0.047
H 0.110 0.012 -0.055
H -0.008 -0.020 -0.071
H -0.069 -0.015 -0.047
H -0.044 0.018 0.013
H 0.013 0.021 0.048
H 0.296 0.012 0.018
H -0.065 0.047 0.084
H 0.011 0.041 0.113
H 0.063 0.017 0.017
H 0.005 -0.028 -0.020
H 0.092 0.078 0.090
H 0.039 -0.059 0.068
H -0.016 -0.105 0.005
H -0.041 -0.040 -0.105
H -0.003 -0.009 0.008
C 0.127 0.052 0.207
N 0.000 0.120 -0.015
C -0.114 -0.010 -0.084
C -0.252 -0.012 0.105
C -0.008 0.189 0.057
C -0.002 -0.012 0.062
C 0.063 -0.015 -0.090
C -0.030 0.012 0.106
C -0.015 -0.003 -0.018
C -0.571 0.413 0.741
H 0.027 -0.087 0.033
H -0.047 -0.017 0.035
H 0.097 -0.066 -0.240
H -0.001 -0.042 0.009
H -0.051 0.026 0.055
H -0.015 -0.016 -0.011
H 0.040 -0.066 0.086
H -0.015 -0.026 -0.233
H -0.079 -0.130 -0.083
H 0.043 -0.015 -0.053
H 0.139 0.081 -0.009
H 0.053 0.050 0.028

---

Here is a structure of composition C45H43N4OOsP2 from the Open Molecules 2025 dataset. Energies are from the ωB97M-V functional and the def2-TZVPD basis.

For the total energy, the calculation gives -76391.346 eV. As for the HOMO energy (alpha / beta): -15.77 / -15.76 eV. As for the total charge: +3. The value obtained for the orbital gap (alpha / beta) is 0.30077 / 0.19669 Ha. As for the multiplicity: 5. The energy above the lowest of the compared OMol25 structures with the same formula, charge and spin comes out at 1.9 kcal per mole. Its LUMO energy (alpha / beta) is -0.2788 / -0.3825 Eh.

Cartesian coordinates (Å):
Os -0.092462 0.017856 0.109346
C 2.452965 1.409164 -3.686071
C 2.223169 1.310424 -2.209172
O 1.327925 0.595774 -1.721297
N 2.982954 2.063029 -1.400720
C 2.541817 2.239783 -0.036455
C 2.810568 1.075775 0.865851
C 3.994803 1.027443 1.585080
C 4.207429 0.029385 2.519158
C 3.222838 -0.929520 2.695591
C 2.081710 -0.847476 1.927508
N 1.858842 0.138314 1.033632
H 1.965306 2.319951 -4.042622
H 2.004494 0.560604 -4.194598
H 3.511561 1.486372 -3.934243
H 3.646679 2.708129 -1.799440
H 1.482367 2.437335 -0.079088
H 3.031469 3.118322 0.379297
H 4.734540 1.802317 1.431708
H 5.117509 0.006677 3.104383
H 3.332425 -1.736334 3.406228
H 1.303247 -1.595324 2.028158
C -0.257024 3.040570 1.327075
N -0.869502 1.753329 0.973255
C -2.196563 1.765466 1.079076
C -2.888276 0.689600 0.567841
C -4.267412 0.337288 0.525350
C -4.327426 -0.867432 -0.113014
C -2.992670 -1.229566 -0.446605
N -2.118200 -0.289264 -0.055234
C -0.235204 4.030337 0.172939
C -0.436910 3.665776 -1.153632
C -0.438431 4.629232 -2.156195
C -0.234962 5.964289 -1.839743
C -0.022692 6.331266 -0.517150
C -0.029256 5.371161 0.482946
H 0.739284 2.848942 1.724866
H -0.829970 3.494907 2.136922
H -2.712094 2.610418 1.523209
H -5.082600 0.915974 0.931245
H -5.206486 -1.450565 -0.335095
H -2.680853 -2.131490 -0.946835
H -0.615304 2.631121 -1.425818
H -0.614144 4.335466 -3.183774
H -0.260482 6.717196 -2.615934
H 0.139364 7.370286 -0.262286
H 0.121339 5.671263 1.514560
C 1.995698 -2.868686 -1.346829
P 0.379210 -2.148865 -0.812235
C -0.150057 -3.436344 0.372389
C 0.111210 -4.798255 0.187205
C -0.285713 -5.729663 1.134098
C -0.947344 -5.323191 2.284478
C -1.202967 -3.975895 2.492663
C -0.802277 -3.044497 1.546341
C -0.563751 -2.359677 -2.364791
C -0.989792 -1.241409 -3.084572
C -1.697439 -1.394708 -4.269419
C -1.990949 -2.665060 -4.743772
C -1.576872 -3.784879 -4.034067
C -0.865187 -3.634617 -2.853716
P 3.110157 -1.906034 -2.414921
C 3.763209 -3.019731 -3.629950
C 2.864113 -3.845787 -4.339204
C 3.350132 -4.800037 -5.202708
C 4.726917 -4.911133 -5.409890
C 5.616250 -4.057722 -4.760150
C 5.145414 -3.093400 -3.892671
C 4.452423 -1.183780 -1.481994
C 5.146443 -0.130289 -2.085585
C 6.301849 0.361080 -1.500854
C 6.774495 -0.204006 -0.321098
C 6.083621 -1.250483 0.282118
C 4.913995 -1.734071 -0.282369
H 1.703490 -3.724714 -1.952934
H 2.560722 -3.252169 -0.494401
H 0.623426 -5.162347 -0.693201
H -0.072610 -6.778136 0.973470
H -1.259400 -6.055160 3.017480
H -1.709845 -3.650038 3.391316
H -1.008043 -1.996155 1.734353
H -0.760345 -0.249515 -2.731378
H -2.026324 -0.524219 -4.821739
H -2.545472 -2.783262 -5.665457
H -1.819113 -4.775973 -4.394988
H -0.575285 -4.521220 -2.301472
H 1.791816 -3.727872 -4.218246
H 2.667517 -5.450106 -5.733109
H 5.105586 -5.653929 -6.099963
H 6.679777 -4.144323 -4.936344
H 5.842225 -2.433881 -3.395356
H 4.806081 0.280711 -3.030875
H 6.848188 1.163841 -1.977639
H 7.691039 0.161860 0.122313
H 6.470367 -1.710317 1.182344
H 4.406242 -2.563160 0.195488

Force components x, y, z for each atom (eV/Å):
Os -0.093 0.230 0.396
C -0.038 -0.008 0.023
C 0.208 0.629 0.157
O -0.183 -0.058 -0.444
N -0.267 -0.201 -0.537
C 0.133 0.199 0.083
C 0.088 -0.095 0.306
C -0.026 0.034 0.098
C -0.053 0.035 0.032
C 0.023 0.001 -0.029
C 0.056 -0.001 0.003
N 0.012 -0.206 0.270
H -0.016 -0.009 0.000
H 0.008 -0.041 -0.018
H -0.111 0.078 -0.035
H 0.012 -0.007 -0.010
H -0.098 0.067 0.053
H 0.000 0.048 -0.084
H -0.013 0.002 -0.009
H -0.008 0.000 -0.001
H -0.019 0.016 0.036
H 0.010 0.027 0.018
C 0.077 -0.099 0.217
N 0.176 -0.102 -0.545
C -0.238 -0.087 -0.096
C -0.072 0.250 0.065
C 0.159 0.123 0.078
C 0.117 -0.187 -0.115
C -0.014 -0.028 0.004
N -0.127 -0.034 0.058
C -0.087 -0.009 0.014
C -0.012 -0.038 -0.039
C 0.047 0.038 0.017
C -0.013 -0.059 -0.031
C 0.040 0.011 0.020
C 0.083 0.058 0.001
H 0.035 0.047 0.022
H 0.012 -0.086 0.085
H 0.056 0.011 0.030
H 0.021 0.006 -0.017
H 0.033 -0.014 -0.002
H 0.055 -0.031 -0.040
H -0.052 -0.033 0.033
H -0.027 0.019 0.019
H 0.031 -0.003 0.008
H -0.034 -0.012 0.004
H -0.028 0.001 -0.019
C 0.026 0.271 0.010
P -0.566 -0.405 -0.061
C 0.057 0.047 0.031
C -0.002 -0.002 0.009
C 0.022 -0.007 -0.033
C -0.020 0.020 0.012
C 0.013 -0.013 -0.015
C -0.001 0.014 -0.087
C 0.038 -0.016 -0.018
C 0.082 -0.157 -0.045
C 0.002 -0.026 0.012
C -0.011 0.033 -0.032
C 0.016 -0.021 0.019
C -0.003 -0.018 0.080
P 0.283 -0.521 0.041
C -0.134 0.161 -0.046
C -0.018 0.047 0.051
C 0.050 0.020 -0.082
C -0.017 0.027 0.003
C -0.007 0.037 -0.061
C -0.067 -0.041 0.024
C -0.060 0.038 -0.041
C 0.155 -0.069 -0.001
C 0.026 -0.028 0.044
C -0.070 -0.054 -0.009
C 0.048 0.022 -0.103
C 0.052 -0.023 -0.096
H 0.068 -0.119 0.016
H -0.004 0.095 0.038
H 0.066 0.017 0.007
H -0.018 0.008 -0.007
H 0.012 0.009 -0.001
H 0.002 0.004 -0.013
H -0.058 0.059 -0.009
H 0.028 0.184 0.053
H 0.016 0.008 0.021
H -0.007 -0.003 0.018
H 0.010 0.008 0.011
H -0.045 0.039 -0.051
H 0.011 -0.029 0.063
H 0.015 0.011 -0.005
H 0.000 -0.013 0.030
H -0.011 -0.014 -0.013
H -0.006 0.000 0.067
H 0.104 -0.132 0.135
H 0.025 0.004 0.007
H 0.019 -0.004 -0.007
H 0.005 0.028 0.008
H 0.009 0.025 -0.051